Here is a cluster of 2 separate species, C4H8ClN2S in total at a distorted geometry from the OMol25 dataset. Energies are from ωB97M-V/def2-TZVPD.

The energy above the lowest of the compared OMol25 structures with the same formula, charge and spin comes out at 0.0 kJ/mol. Its LUMO energy (spin up / spin down) is -3.4838 / -6.4883 eV. As for the spin multiplicity: 3. As for the energy: -30603.0649 eV. The gap between HOMO and LUMO (spin up / spin down) comes out at 5.8 / 6.5 eV. The calculation puts the highest occupied orbital energy (spin up / spin down) at -9.322 / -13.000 eV. The charge is +1. Its expectation value of S² is 2.01.

Atoms and positions in Å:
C: 0.074 0.909 -1.212
C: 0.900 -0.690 0.450
C: -0.169 -1.455 0.728
C: 0.996 1.997 -1.335
N: -0.922 0.302 -1.387
N: -1.203 -0.990 1.668
S: -1.975 -0.826 -1.219
Cl: 2.169 -1.282 -0.540
H: 1.093 0.255 0.937
H: -0.285 -2.459 0.362
H: 1.972 1.643 -1.676
H: 1.119 2.495 -0.372
H: 0.623 2.729 -2.054
H: -2.061 -1.538 1.518
H: -1.428 -0.003 1.484
H: -0.902 -1.086 2.647

Forces on atoms 1 to 6 (eV/Å):
3.1286 -0.4407 2.1079
-0.0555 0.0201 0.4970
1.0279 -0.2146 0.1910
-0.0463 0.8474 -0.6569
-2.0897 1.7149 -2.2165
0.3157 0.0274 0.2271